{"formula": "C49H40BI2N9OTi", "method": "wB97M-V/def2-TZVPD", "symbols": ["Ti", "C", "C", "C", "C", "N", "N", "B", "N", "N", "C", "C", "C", "C", "C", "C", "C", "C", "C", "C", "N", "N", "C", "C", "C", "C", "C", "C", "C", "C", "C", "C", "C", "C", "C", "C", "C", "C", "H", "H", "H", "H", "H", "H", "H", "H", "H", "H", "H", "H", "H", "H", "H", "H", "H", "H", "H", "H", "H", "H", "H", "H", "H", "H", "H", "H", "C", "C", "C", "C", "N", "C", "C", "C", "C", "C", "C", "N", "H", "H", "H", "H", "H", "H", "H", "H", "I", "C", "C", "C", "I", "C", "C", "C", "C", "N", "C", "C", "O", "H", "H", "H", "H"], "positions_angstrom": [[0.257356, -0.359007, 0.009452], [-0.578248, -5.069977, 2.284164], [-0.712918, -4.262368, 1.009732], [-1.742091, -4.222847, 0.051817], [-1.397560, -3.202616, -0.858853], [-0.268245, -2.599623, -0.431601], [0.164996, -3.345012, 0.672180], [1.514170, -2.893837, 1.512429], [0.958959, -1.796375, 2.429440], [-0.066015, -0.850269, 2.141747], [-0.128915, 0.036001, 3.172471], [0.848479, -0.362782, 4.129760], [1.562366, -1.457665, 3.581422], [2.697720, -2.162279, 4.194347], [-1.266441, 0.944398, 3.453390], [-1.942398, 0.726617, 4.656158], [-3.002153, 1.514812, 5.077155], [-3.325304, 2.657023, 4.279534], [-2.704838, 2.849645, 3.039854], [-1.678199, 2.017997, 2.594088], [2.480953, -2.233883, 0.441930], [2.268151, -0.988291, -0.138933], [3.455398, -0.557819, -0.593120], [4.423682, -1.497272, -0.265060], [3.796338, -2.581469, 0.385113], [4.518379, -3.640060, 1.066056], [3.672833, 0.610426, -1.437237], [4.983604, 0.896987, -1.809513], [5.322999, 1.973145, -2.598218], [4.275288, 2.803536, -3.076418], [3.017225, 2.660021, -2.529106], [2.668331, 1.489824, -1.799108], [-2.237505, -3.025484, -2.057192], [-3.606389, -3.080709, -1.930157], [-4.454811, -2.897249, -2.993226], [-3.959169, -2.544300, -4.277575], [-2.558078, -2.617739, -4.449464], [-1.698193, -2.927371, -3.383930], [-1.610061, -5.371792, 2.506693], [0.087965, -5.965687, 2.166113], [-0.182890, -4.444533, 3.092038], [-2.633380, -4.802645, 0.131352], [1.760172, -4.070384, 1.870888], [0.946648, -0.091112, 5.127227], [3.608870, -2.177850, 3.480927], [2.970644, -1.515924, 5.028858], [2.395474, -3.134049, 4.545462], [-1.626068, -0.128415, 5.218585], [-3.579615, 1.339633, 5.962868], [-4.091175, 3.370003, 4.608927], [-3.018979, 3.716113, 2.415636], [-1.112042, 2.141587, 1.649658], [5.469104, -1.391306, -0.407351], [5.558226, -3.335423, 1.317789], [4.040316, -3.910615, 1.963051], [4.611035, -4.532454, 0.471025], [5.760159, 0.247510, -1.427808], [6.383723, 2.205236, -2.890710], [4.398188, 3.649030, -3.689747], [2.248066, 3.453978, -2.698232], [1.622386, 1.349199, -1.439756], [-4.037162, -3.245202, -0.992655], [-5.558197, -2.955603, -2.765445], [-4.582926, -2.215379, -5.060466], [-2.088104, -2.519842, -5.419042], [-0.618766, -3.161682, -3.453498], [-4.093387, -0.038937, 0.770560], [-4.499207, 0.735448, -0.336902], [-3.616661, 0.965222, -1.378819], [-2.303636, 0.389919, -1.303238], [-1.824186, -0.117690, -0.100038], [-2.766392, -0.419838, 0.847130], [-1.346131, 0.315815, -2.361211], [-1.496210, 0.831234, -3.670500], [-0.635689, 0.504970, -4.693646], [0.501171, -0.319826, -4.378696], [0.635778, -0.747153, -3.068917], [-0.173983, -0.257712, -2.034121], [-4.654711, -0.260458, 1.709994], [-5.515520, 1.076844, -0.469397], [-3.890212, 1.418282, -2.333274], [-2.411938, -0.921429, 1.737348], [-2.383416, 1.461253, -3.810824], [-0.742928, 0.914340, -5.670523], [1.192466, -0.751685, -5.122557], [1.452358, -1.400989, -2.698074], [3.069237, 2.027596, 2.938085], [1.796297, 3.245068, 1.722862], [1.802152, 4.697981, 1.890255], [1.185735, 5.534526, 0.977655], [1.598599, 7.586631, 1.200610], [0.316434, 4.985980, -0.041256], [-0.418461, 5.793034, -0.958085], [-1.401050, 5.102887, -1.723042], [-1.340182, 3.715437, -1.799763], [-0.591839, 2.932553, -1.010663], [0.260449, 3.562918, -0.147516], [0.979794, 2.703939, 0.750837], [0.778115, 1.350937, 0.570587], [2.280602, 5.206000, 2.742694], [-0.278141, 6.880437, -0.992057], [-2.263758, 5.641421, -2.129627], [-1.882939, 3.148540, -2.491774]], "atomic_forces_ev_per_a": [[-1.540, 0.077, -0.483], [-0.124, -0.283, -0.740], [-0.674, -0.341, -0.178], [0.968, 0.184, 0.959], [-0.242, -1.205, 1.342], [0.633, -0.969, 0.414], [0.941, 2.206, -0.794], [-2.823, -0.705, -3.044], [0.329, 1.700, 1.298], [1.189, -0.983, -0.026], [1.051, -2.690, 0.783], [-0.144, -1.353, -2.203], [-2.362, 1.476, 0.138], [1.531, 0.865, -0.886], [-0.368, 1.479, -1.044], [-0.165, -0.115, -0.216], [0.065, 1.911, -1.628], [0.052, -1.067, 0.277], [-0.007, 0.738, -0.323], [0.850, -1.248, 0.846], [0.765, -0.792, 1.213], [0.557, -1.433, 0.356], [-0.494, -1.138, 0.055], [-0.310, -1.153, 0.521], [-0.047, 3.871, -1.253], [1.313, -0.623, -0.026], [-0.298, 0.622, 0.143], [0.809, -0.047, 0.061], [0.072, 0.756, -1.264], [0.264, -0.662, 1.854], [-1.437, -0.735, -0.042], [-0.578, 1.267, 0.080], [1.249, 0.628, -1.741], [0.209, 0.209, -0.641], [-1.391, 0.760, -1.320], [1.509, -0.755, 2.246], [0.195, -0.529, 0.506], [-0.532, -0.115, 1.581], [0.447, -0.252, 0.327], [-0.683, 0.753, 0.078], [-0.188, -0.188, -0.123], [-0.322, -0.344, -0.425], [0.850, 1.688, 0.514], [0.269, 1.030, 1.390], [-1.462, -0.299, 1.132], [0.283, -0.394, 0.200], [0.279, -0.528, 0.041], [-0.006, -0.306, 0.430], [0.087, -0.233, 0.399], [0.271, -0.430, -0.140], [0.309, -0.751, 0.500], [-0.890, 0.069, 0.712], [0.585, -0.164, -0.171], [-0.740, 0.044, -0.278], [-0.594, -0.468, 1.190], [-0.066, -0.467, -0.337], [0.114, 0.152, -0.162], [-1.232, -0.486, 0.362], [0.723, 0.852, -0.709], [0.610, -0.957, -0.048], [1.186, 0.266, -0.565], [-0.510, -0.177, 1.422], [1.285, 0.190, -0.568], [-0.697, 0.034, -0.802], [-0.244, 0.215, -0.166], [-0.776, 0.591, -0.457], [0.761, -0.321, 1.199], [0.110, 0.109, -0.968], [0.694, -1.182, 0.242], [0.055, 0.653, 0.332], [-1.712, -0.330, 0.014], [0.096, 0.730, -0.647], [-0.418, 0.773, -0.160], [-0.838, -0.038, -0.511], [0.674, -0.009, 1.496], [-0.219, -1.166, 0.671], [-0.165, 1.296, 0.758], [1.678, -1.617, -1.106], [-0.045, 0.342, -1.300], [-0.111, 0.111, 0.296], [-0.261, 0.013, 0.492], [0.119, -0.031, -0.115], [0.397, -0.318, -0.448], [-0.211, 0.201, -0.566], [-0.547, 0.542, 0.308], [-0.527, 0.546, -0.524], [-0.613, 0.789, -0.732], [-0.200, 1.019, 0.194], [0.009, -0.215, -0.415], [0.020, -1.107, 0.405], [-0.326, -0.242, -0.151], [1.334, 0.739, -0.447], [-1.421, -1.737, -0.095], [1.025, 1.760, 0.903], [1.233, -0.778, 2.015], [0.675, 1.589, -0.644], [-1.524, 0.260, 0.035], [0.155, -2.488, -0.147], [0.905, 2.689, 0.774], [0.138, -0.789, -0.510], [-0.352, -0.528, 0.226], [0.732, -0.120, -0.538], [-1.222, -0.392, -0.902]], "lowdin_spin": [0.9782, 0.0003, 0.0014, -0.0001, 0.0011, 0.0061, 0.0032, 0.0025, 0.0105, 0.0113, 0.0000, 0.0009, 0.0008, 0.0002, 0.0000, -0.0001, -0.0001, 0.0000, 0.0003, 0.0012, 0.0070, 0.0080, 0.0072, 0.0016, 0.0072, 0.0015, 0.0003, 0.0009, -0.0005, 0.0013, 0.0003, 0.0065, 0.0019, 0.0013, -0.0003, 0.0003, 0.0002, 0.0017, 0.0001, 0.0000, 0.0000, 0.0000, 0.0000, 0.0000, 0.0000, 0.0001, 0.0000, 0.0000, 0.0000, 0.0000, 0.0001, 0.0007, 0.0001, 0.0000, 0.0002, 0.0005, 0.0001, 0.0000, 0.0001, 0.0000, 0.0031, 0.0003, 0.0000, 0.0000, 0.0002, 0.0006, 0.0742, 0.0609, 0.0285, 0.1221, 0.1325, 0.0249, 0.1336, 0.0135, 0.0720, 0.0665, 0.0319, 0.1431, 0.0042, 0.0031, 0.0003, 0.0000, -0.0003, 0.0043, 0.0034, 0.0005, 0.0005, -0.0013, 0.0002, -0.0009, -0.0001, 0.0001, -0.0004, 0.0003, 0.0006, 0.0038, 0.0005, 0.0010, 0.0061, 0.0000, 0.0000, 0.0000, 0.0000], "spin_multiplicity": 3, "relative_energy_kcal_mol": 0.0, "s2": 2.017, "homo_lumo_gap_ev": [5.0, 7.7], "e_lumo_ev": [-0.06, -0.05]}

{"formula": "C11H18", "method": "wB97M-V/def2-TZVPD", "symbols": ["C", "C", "C", "C", "C", "C", "C", "H", "H", "H", "H", "H", "H", "H", "H", "C", "C", "C", "C", "H", "H", "H", "H", "H", "H", "H", "H", "H", "H"], "positions_angstrom": [[-2.468334, 0.138770, 0.966101], [-1.989737, -0.878739, -0.010634], [-1.439691, -2.050749, 0.513992], [-1.923991, -0.495297, -1.372864], [-0.885863, -2.960607, -0.365857], [-1.116987, -1.336139, -2.164492], [-0.652916, -2.537393, -1.669871], [-2.995426, -0.286858, 1.841722], [-3.168090, 0.829132, 0.537496], [-1.435150, -2.416982, 1.555813], [-2.457829, 0.324336, -1.801891], [-0.506218, -3.947684, -0.138533], [-0.927413, -1.034916, -3.186672], [-0.089046, -3.200978, -2.332061], [-1.658886, 0.744157, 1.365390], [1.327397, 1.101139, 0.495754], [1.268701, 2.306585, 1.389193], [1.352124, 1.577959, -0.954414], [2.584129, 0.271588, 0.770505], [0.447315, 0.457722, 0.661744], [0.701890, 2.031235, 2.289858], [2.152065, 2.355703, -0.978016], [1.562245, 0.818468, -1.694402], [0.398739, 2.020475, -1.186144], [2.963850, 0.299703, 1.853903], [2.425808, -0.794201, 0.694900], [3.421853, 0.696629, 0.239763], [0.883220, 3.193896, 0.921715], [2.226241, 2.773045, 1.758001]], "atomic_forces_ev_per_a": [[-0.942, -0.024, 1.178], [0.001, 1.270, 0.455], [-0.023, -1.320, -0.315], [1.430, -2.698, 0.950], [0.699, 0.505, -1.129], [-1.052, 0.861, -0.055], [0.440, -0.702, -0.615], [0.354, -0.044, -0.384], [-0.381, 0.428, -0.456], [-0.498, 1.062, -0.363], [-0.020, 0.620, 0.158], [-0.134, 0.074, 0.593], [0.067, -0.220, -0.105], [-0.206, 0.247, 0.133], [0.277, 0.001, -0.015], [0.657, -0.719, -0.470], [0.566, 0.883, 1.686], [0.656, 0.534, 0.497], [0.409, 0.066, 2.631], [0.221, 0.310, -0.039], [0.047, 0.519, -0.106], [-0.555, -0.416, -0.423], [0.122, -0.340, -0.060], [-0.347, 0.395, -0.283], [-0.885, 0.443, -1.086], [0.151, -0.299, -1.011], [0.318, -0.373, -0.620], [-1.098, 0.174, -0.360], [-0.277, -1.233, -0.387]], "lowdin_charge": [-0.0686, -0.2888, -0.0612, -0.0281, -0.0946, -0.0940, -0.1139, 0.0880, 0.0674, 0.1227, 0.1031, 0.1012, 0.0994, 0.1029, 0.0644, -0.4944, -0.1114, -0.0923, -0.0903, 0.1034, 0.0786, 0.0932, 0.0691, 0.0650, 0.0941, 0.0620, 0.0682, 0.0598, 0.0947], "relative_energy_kcal_mol": 24.2, "homo_lumo_gap_ev": 9.9, "smiles": "Cc1ccccc1.CC(C)C", "e_lumo_ev": 0.97}

{"formula": "C3H4O3", "method": "wB97M-V/def2-TZVPD", "symbols": ["O", "C", "C", "O", "C", "O", "H", "H", "H", "H"], "positions_angstrom": [[-0.470924, -1.294786, -0.666390], [0.120443, -0.011167, -0.523783], [1.146965, -0.259475, 0.570091], [0.777411, -0.417520, 1.711646], [-0.950497, 1.001782, -0.129353], [-1.128874, 2.040986, -0.711463], [-0.659772, -1.583684, 0.242347], [0.561219, 0.288136, -1.478322], [2.190635, -0.453284, 0.261664], [-1.586604, 0.689016, 0.723567]], "atomic_forces_ev_per_a": [[-0.267, -0.077, 0.117], [0.074, 0.091, -0.090], [-0.063, -0.007, 0.495], [0.323, 0.166, -0.464], [-0.066, 0.357, -0.134], [0.160, -0.475, 0.272], [-0.126, -0.165, -0.335], [-0.037, -0.125, 0.149], [-0.033, 0.181, 0.082], [0.035, 0.055, -0.093]], "lowdin_charge": [-0.0044, -0.3106, -0.1779, 0.0708, -0.1919, 0.0824, 0.1016, 0.1549, 0.1364, 0.1386], "relative_energy_kcal_mol": 44.0, "homo_lumo_gap_ev": 10.1, "smiles": "O=CC(O)C=O", "e_lumo_ev": 0.06}